Molecular formula: C4H12NO2
Method: DFT, ωB97M-V/def2-TZVPD

Structure (XYZ):
```
19
C4H12NO2 ωB97M-V/def2-TZVPD
C 2.03859 -0.20472 -1.23271
N 1.52524 0.89332 -0.47014
C -0.01006 1.03402 -0.91078
C -0.98673 1.28387 0.28050
C -1.92549 0.11158 0.82910
O -1.53398 -1.12751 0.47031
H 1.44870 -1.20105 -1.19997
H 3.12747 -0.44914 -0.89059
H 2.16142 0.17731 -2.29426
H 1.44040 0.58541 0.54257
H -0.35634 0.05032 -1.42008
H 0.11532 1.83779 -1.57238
H -0.58728 1.89067 1.06514
H -1.58961 2.12764 -0.12118
H -2.09758 0.08887 1.89971
H -2.84951 0.24454 0.31199
H -0.31510 -1.49383 0.57863
H 0.55336 -1.29203 1.65895
O 0.73168 -1.67846 0.87661
```

LUMO energy (eV): 4.337
Net charge: -1
ΔE to the lowest compared entry with this formula, charge and spin (kJ/mol): 209.6

Molecular formula: C2H8N2
Method: DFT, ωB97M-V/def2-TZVPD

Structure (XYZ):
```
12
C2H8N2 ωB97M-V/def2-TZVPD
C -1.04703 -2.55368 0.51654
N -0.41765 -1.44945 0.57208
C 1.01872 -1.53591 0.85784
H -1.37384 -3.01701 -0.42075
H -1.13998 -3.06102 1.49732
H 1.46675 -0.56555 1.04444
H 1.44931 -2.13238 0.06073
H 1.23197 -2.13139 1.77374
N -0.48072 4.26417 -1.51391
H 0.42115 4.63450 -1.23310
H -0.65979 3.67085 -0.71564
H -0.46887 3.87686 -2.43929
```

LUMO energy (eV): 0.113
Net charge: 0
ΔE to the lowest compared entry with this formula, charge and spin (kJ/mol): 285.8

Molecular formula: C66H71F7O18
Method: DFT, ωB97M-V/def2-TZVPD

Structure (XYZ):
```
162
C66H71F7O18 ωB97M-V/def2-TZVPD
C -5.94344 -2.34508 -5.93134
C -6.25017 -2.53380 -4.46611
C -5.20810 -2.16446 -3.43704
O -5.82275 -1.28426 -2.51852
C -7.06085 -0.97255 -3.00682
O -7.80418 -0.11818 -2.45417
O -7.22712 -1.54858 -4.16834
H -6.79013 -2.64992 -6.54639
H -5.19477 -3.06928 -6.25249
H -5.77016 -1.34566 -6.33037
H -6.67178 -3.51767 -4.26033
H -4.44545 -1.54231 -3.90545
H -4.66667 -3.00219 -2.99753
C 5.31794 0.16521 0.87660
C 4.95424 0.67370 2.22990
C 4.23582 -0.27585 3.14324
O 4.70505 0.01151 4.38362
C 5.83758 0.71215 4.27106
O 6.63179 0.98821 5.14776
O 6.02056 1.11666 3.01156
H 4.45516 -0.20182 0.32072
H 6.10564 -0.58819 0.87922
H 5.90594 0.94969 0.40023
H 4.32879 1.55745 2.10385
H 4.52991 -1.31583 3.00164
H 3.15483 -0.13657 3.15584
C -0.19565 2.17022 6.24862
C 0.28603 2.51330 7.70292
C 1.54423 3.39516 7.88195
O 1.17319 4.20778 8.99918
C -0.17839 4.13635 9.22178
O -0.78016 4.78751 10.08252
O -0.73351 3.26419 8.29587
H 0.64202 1.70218 5.73157
H -0.47923 3.01683 5.62335
H -0.98223 1.42196 6.34600
H 0.40838 1.60665 8.29547
H 1.80280 4.08140 7.07552
H 2.39591 2.71916 7.95784
C 1.62099 -6.34416 7.84652
C 0.71054 -5.12813 7.76156
C 1.48193 -3.85496 8.14587
O 1.18964 -2.96023 7.06619
C 0.51874 -3.54503 6.07116
O 0.12149 -3.12186 4.98881
O 0.37043 -4.88486 6.41733
H 2.44845 -6.23159 7.14600
H 1.11215 -7.27001 7.57824
H 2.12182 -6.54824 8.79290
H -0.13900 -5.28047 8.42727
H 2.54677 -4.04545 8.27976
H 1.18011 -3.44000 9.10754
C 1.37276 8.04927 -0.35563
C 0.38847 7.95622 0.85042
C -0.84895 8.83989 0.92432
O -1.95020 7.89934 1.04910
C -1.45458 6.71396 1.22141
O -2.11013 5.71808 1.48504
O -0.09570 6.71061 0.97942
H 1.80569 9.04883 -0.39503
H 0.73563 7.97074 -1.23654
H 2.19070 7.32881 -0.35750
H 1.00266 8.10081 1.73921
H -1.05507 9.48736 0.07204
H -0.78756 9.54995 1.74902
C -4.90178 3.74046 -4.52119
C -3.71888 4.46669 -3.90903
C -2.71863 3.62901 -3.11104
O -1.52782 3.99559 -3.69435
C -1.65960 4.80592 -4.70339
O -0.73179 5.21615 -5.38747
O -2.95760 4.98979 -4.96801
H -4.68197 2.81189 -5.04798
H -5.33356 4.32193 -5.33580
H -5.60999 3.38358 -3.77340
H -4.10889 5.31520 -3.34687
H -2.76558 2.56292 -3.33320
H -2.65124 3.79229 -2.03545
F -5.77078 -9.34533 2.00092
C -4.91613 -8.24200 2.05569
C -4.33335 -7.94082 3.22406
C -3.48293 -6.87843 3.38785
C -3.05615 -6.21271 2.22526
C -3.51200 -6.63908 0.99277
C -4.54985 -7.55528 0.91438
H -4.61948 -8.59668 4.03300
H -3.12904 -6.65382 4.38320
H -2.27829 -5.46770 2.30457
H -3.10134 -6.27484 0.06266
H -4.88346 -7.88114 -0.05975
F 3.27643 -6.23157 2.83623
C 4.14168 -5.69366 1.96225
C 5.55448 -5.71009 2.19796
C 6.43614 -5.13676 1.24827
C 5.89348 -4.59257 0.09548
C 4.46443 -4.34945 0.01804
C 3.63911 -4.98723 0.86896
H 5.98875 -6.15555 3.08079
H 7.50109 -5.21177 1.41153
H 6.45475 -4.26332 -0.76647
H 4.02125 -3.83733 -0.82322
H 2.57245 -4.81813 0.87433
F -1.12576 -2.26894 -0.63996
C -0.49530 -1.09056 -0.59543
C -0.74375 -0.15353 0.43565
C -0.06358 1.07266 0.46505
C 0.80138 1.37523 -0.56647
C 0.97373 0.49168 -1.66853
C 0.25512 -0.66767 -1.71178
H -1.44365 -0.33188 1.23860
H -0.33432 1.74846 1.26280
H 1.28211 2.34213 -0.58597
H 1.63997 0.80871 -2.45721
H 0.38409 -1.29252 -2.58318
F -8.81345 1.97058 6.88838
C -7.79822 1.53013 6.17051
C -6.72024 2.41727 5.85614
C -5.76709 1.84659 4.97480
C -5.83255 0.49718 4.49634
C -6.78454 -0.37538 5.08043
C -7.73041 0.17585 5.86969
H -6.75074 3.44979 6.17135
H -4.95655 2.47394 4.63445
H -5.12298 0.20723 3.73552
H -6.94410 -1.42627 4.88927
H -8.46309 -0.54350 6.20455
F 4.85419 4.34266 -0.79978
C 5.27126 4.39165 -2.10785
C 6.60698 4.27417 -2.39894
C 7.03207 4.34119 -3.70882
C 6.09964 4.41708 -4.76008
C 4.77067 4.58514 -4.48937
C 4.34462 4.56485 -3.16555
H 7.28384 4.12910 -1.56996
H 8.08084 4.24624 -3.94853
H 6.43814 4.33387 -5.78228
H 4.06789 4.70965 -5.29992
H 3.28090 4.63219 -2.99131
F -1.66278 -2.54764 -6.85102
C -1.80448 -1.47634 -7.71751
C -1.87726 -0.21258 -7.11083
C -1.91991 0.90705 -7.94712
C -1.89700 0.72678 -9.34679
C -1.79338 -0.59251 -9.87683
C -1.78726 -1.68822 -9.03875
H -1.98154 -0.14236 -6.03816
H -2.16825 1.90620 -7.62089
H -1.88998 1.57579 -10.01427
H -1.75445 -0.67769 -10.95275
H -1.74992 -2.70436 -9.40273
F 7.58667 -1.82264 -6.15393
C 6.30036 -1.86943 -6.58626
C 5.43370 -0.87893 -6.05404
C 4.05603 -0.94861 -6.41099
C 3.55499 -2.13243 -7.05251
C 4.40405 -3.10317 -7.52491
C 5.75034 -2.95406 -7.32945
H 5.76852 -0.01619 -5.49729
H 3.33925 -0.20744 -6.08962
H 2.48994 -2.25788 -7.18022
H 4.00673 -3.94336 -8.07501
H 6.36578 -3.82508 -7.49963
```

LUMO energy (eV): 0.012
Net charge: 0

Molecular formula: C5H8N4
Method: DFT, ωB97M-V/def2-TZVPD

Structure (XYZ):
```
17
C5H8N4 ωB97M-V/def2-TZVPD
C -1.00446 -1.03393 1.98421
C -0.72395 0.78164 0.21527
C -0.59431 2.16621 -0.06235
C 1.12187 1.19323 -1.10371
C 0.45550 -1.25256 -1.03219
H -2.00806 -0.84021 2.79929
H 0.31647 -1.10354 2.60192
H -1.08133 -2.21095 1.14519
H -1.26518 2.71583 0.79398
H 1.97391 -0.01334 -2.33510
H -0.41111 -1.86348 -0.63000
H 0.77829 -1.32135 -2.19667
H 1.16305 -1.43286 -0.08480
N -1.25575 0.39675 1.32003
N 0.63363 2.60294 -0.65750
N 1.83670 1.02454 -2.11020
N 0.06473 0.19109 -0.64734
```

LUMO energy (eV): -0.891
Net charge: 0
ΔE to the lowest compared entry with this formula, charge and spin (kJ/mol): 748.3